Entry 1:
18
Properties=species:S:1:pos:R:3:mulliken_charge:R:1 method="wB97M-V/def2-TZVPD" spin_multiplicity=2 charge=+1 e_lumo_ev="-6.5865 / -6.6656"
H -3.18491 0.29156 1.94729 0.11
C -2.08073 2.96709 5.24878 -0.69
O -2.73279 2.51414 4.09201 -0.30
C -3.41749 1.29811 4.28359 -0.22
C -4.01799 0.83375 2.99110 -0.83
H -1.56512 3.90279 5.00110 0.24
H -2.79886 3.15331 6.06622 0.29
H -1.33534 2.23144 5.60077 0.30
H -4.20076 1.42987 5.05503 0.34
H -2.71370 0.53363 4.67151 0.32
H -4.56731 1.62489 2.46750 0.36
H -4.73377 0.01767 3.14345 0.41
O -1.90198 -1.66057 0.71398 -0.52
C -2.28788 -0.39480 0.61291 0.12
C -2.05846 0.35742 -0.49054 -0.05
O -1.23450 -0.11634 -1.47492 -0.50
Bi -0.97346 -1.96189 -0.97998 1.22
H -2.46612 1.36672 -0.60097 0.40

***

Entry 2:
74
Properties=species:S:1:pos:R:3:mulliken_charge:R:1 method="wB97M-V/def2-TZVPD" e_lumo_ev=-0.4516
C 0.13447 -2.48656 -0.33350 0.54
C -0.37443 -2.45212 -1.44979 -0.93
P -1.55337 -2.26816 -2.92395 0.54
C -3.37311 -1.86840 -2.59834 -1.21
C -3.68060 -1.57347 -1.05584 0.10
C -5.12818 -0.86802 -1.03344 -1.09
N -1.85975 -4.05822 -2.99053 -0.61
C -1.98778 -4.52127 -1.84427 0.61
O -2.29979 -5.08096 -0.86342 -0.48
P -1.00820 -0.09622 -3.09097 0.80
O -0.99768 0.21530 -4.56390 -0.71
O -2.15923 0.92052 -2.39885 -0.48
O 0.55110 0.20549 -2.49918 -0.43
H 0.32200 -2.42417 0.76118 0.53
H -1.02729 -2.38847 -4.25910 0.13
H -3.78628 -1.07718 -3.28287 0.60
H -3.93502 -2.82520 -2.83466 0.53
H -2.94920 -0.85119 -0.60485 0.14
H -3.78540 -2.53512 -0.47283 0.32
H -5.29537 -0.23910 -1.96503 0.34
H -5.23740 -0.17153 -0.16021 0.24
H -5.92577 -1.66932 -1.06810 0.26
H -1.93795 1.11641 -1.46355 0.29
H 0.54516 0.20525 -1.51665 0.23
C 2.83574 0.02119 1.64130 0.35
Cl 3.64254 1.55992 1.30020 -0.06
Cl 3.80085 -1.31279 0.98629 -0.11
Cl 2.66132 -0.17968 3.39461 -0.11
Cl 1.22750 0.01145 0.88433 -0.16
C 1.05440 -5.83453 1.99491 0.29
Cl 0.58410 -4.43227 0.99228 -0.12
Cl 2.22001 -5.31540 3.22744 -0.12
Cl -0.38625 -6.50030 2.78592 -0.11
Cl 1.79417 -7.07450 0.97150 -0.10
C 6.40474 3.68968 3.58995 0.23
Cl 6.92993 4.19488 5.20673 -0.04
Cl 5.22408 2.37418 3.73333 -0.03
Cl 5.65751 5.06549 2.75486 -0.13
Cl 7.80509 3.12492 2.66142 -0.02
C 9.78477 2.48112 -0.95264 0.31
Cl 8.07107 2.13721 -0.64569 -0.07
Cl 10.71056 0.97099 -0.88539 -0.05
Cl 9.96154 3.21239 -2.55812 -0.09
Cl 10.39546 3.60462 0.27922 -0.10
C -8.21107 1.45801 0.57448 0.34
Cl -8.43979 -0.23061 0.06536 -0.07
Cl -6.81989 2.15424 -0.28976 -0.16
Cl -9.67266 2.38675 0.19817 -0.05
Cl -7.90598 1.51734 2.32222 -0.06
C -8.86722 6.72750 -0.33805 0.31
Cl -10.57732 6.42009 0.02114 -0.11
Cl -7.97541 5.19551 -0.31381 -0.01
Cl -8.72427 7.47010 -1.94203 -0.10
Cl -8.19454 7.82367 0.88318 -0.10
C -10.88550 -1.49068 3.68140 0.32
Cl -12.56673 -2.05163 3.61630 -0.10
Cl -10.61106 -0.29181 2.40516 -0.01
Cl -10.56922 -0.75295 5.26328 -0.10
Cl -9.79303 -2.86760 3.44208 -0.10
C 6.85802 7.62762 7.91213 0.36
Cl 6.17817 7.64209 6.27390 -0.08
Cl 8.04749 8.93308 8.06962 -0.09
Cl 5.55753 7.86685 9.09359 -0.09
Cl 7.65001 6.06768 8.21339 -0.10
C 0.81590 -6.33936 -4.97528 0.33
Cl -0.88322 -6.72469 -5.29844 -0.09
Cl 1.13567 -4.65218 -5.41714 -0.09
Cl 1.14779 -6.57016 -3.25638 -0.06
Cl 1.85799 -7.40703 -5.93445 -0.11
C 11.56334 -0.98359 -4.22437 0.31
Cl 12.49647 -1.72806 -2.91175 -0.09
Cl 11.78313 -1.92280 -5.71235 -0.10
Cl 9.84529 -0.96072 -3.78749 -0.06
Cl 12.13006 0.67646 -4.48391 -0.07

***

Entry 3:
97
Properties=species:S:1:pos:R:3:mulliken_charge:R:1 method="wB97M-V/def2-TZVPD" relative_energy_kcal_mol=24.98 e_lumo_ev=-2.7049
C 5.12984 6.32275 0.30259 -1.24
C 4.34496 5.21595 -0.29575 0.60
C 4.06733 4.98201 -1.62653 -0.75
C 3.28873 3.78618 -1.84546 -1.16
C 2.96631 3.13208 -0.67839 0.42
B 2.27807 1.66035 -0.43707 1.36
C 0.63948 1.90596 -0.45729 -0.71
C -0.15115 1.65965 0.66515 -0.19
C -1.50402 2.00969 0.66144 -0.88
C -2.10686 2.55821 -0.50540 1.05
N -3.44519 2.81696 -0.56344 0.45
C -4.04125 3.54557 -1.65886 -1.20
C -4.34689 2.48053 0.51501 -0.56
C -1.28415 2.77791 -1.64217 -0.84
C 0.06723 2.43479 -1.60874 -0.96
O 2.72086 0.85330 -1.53642 -0.73
C 3.85850 0.16947 -1.02943 1.99
C 3.97725 -1.15072 -1.77746 -1.63
C 5.12788 0.97333 -1.25659 -1.99
C 3.52932 0.04936 0.54702 1.90
C 2.55781 -1.07420 0.80743 -1.13
C 4.72785 -0.13541 1.46324 -2.09
O 2.83158 1.25030 0.83008 -0.55
S 3.65686 3.94713 0.69062 -0.29
H 5.39295 7.04305 -0.47850 0.34
H 4.55612 6.83826 1.08220 0.29
H 6.05060 5.94077 0.75782 0.24
H 4.42096 5.62662 -2.42904 0.31
H 3.00056 3.45660 -2.83494 0.51
H 0.28735 1.21214 1.56315 0.46
H -2.09700 1.85685 1.56323 0.54
H -3.35266 4.30773 -2.04896 0.41
H -4.33533 2.87382 -2.48357 0.21
H -4.94456 4.04146 -1.28510 0.46
H -4.03434 1.56719 1.03718 -0.27
H -4.41863 3.30658 1.24793 0.29
H -5.34280 2.30835 0.08363 0.45
H -1.70511 3.18541 -2.56225 0.31
H 0.68036 2.60338 -2.49699 0.24
H 4.74223 -1.78589 -1.31869 0.32
H 3.02430 -1.68952 -1.79908 -0.04
H 4.27881 -0.95002 -2.81259 0.53
H 5.99838 0.32809 -1.07172 0.44
H 5.17035 1.30554 -2.30119 0.41
H 5.18444 1.84722 -0.59482 0.25
H 3.04962 -2.05197 0.78387 0.42
H 2.08205 -0.94955 1.78850 0.46
H 1.75855 -1.05042 0.05035 -0.61
H 5.24420 -1.07902 1.23387 0.31
H 5.45451 0.67825 1.38136 0.40
H 4.37341 -0.20483 2.49859 0.47
C -5.49542 -1.43069 6.17079 -0.80
O -4.64001 -2.51604 5.72329 -0.44
C -4.04423 -2.41345 4.50440 0.67
C -2.99327 -3.31597 4.19605 -0.86
C -2.24945 -3.15127 3.04282 -0.52
C -2.54027 -2.11978 2.10870 -0.61
C -1.77806 -1.95145 0.87097 0.61
C -0.42753 -2.37246 0.83063 -0.70
C 0.26633 -2.73070 -0.31771 -0.54
C 1.34415 -3.70694 -0.33757 0.60
C 1.99978 -3.99845 -1.56355 -0.33
C 3.07937 -4.87275 -1.59227 -0.59
C 3.48366 -5.53771 -0.43043 -0.44
C 2.86173 -5.24799 0.78824 -0.71
C 1.78487 -4.36236 0.84096 -0.23
C -2.42926 -1.46092 -0.33951 0.86
C -3.78508 -1.76990 -0.61617 -0.51
C -4.41757 -1.32081 -1.75082 -1.12
C -3.70665 -0.53461 -2.68318 0.65
O -4.43440 -0.00668 -3.70845 -0.46
C -3.74440 0.43193 -4.89700 -0.75
C -2.34673 -0.25917 -2.46020 -0.53
C -1.72345 -0.72825 -1.31545 0.14
C -3.62735 -1.26578 2.41066 0.16
C -4.37554 -1.40353 3.56947 -0.55
H -5.75668 -1.70828 7.19427 0.25
H -4.97103 -0.46201 6.16913 0.37
H -6.40462 -1.35755 5.55574 0.32
H -2.77059 -4.11720 4.89640 0.44
H -1.43805 -3.85016 2.82373 0.47
H 0.06738 -2.48456 1.80794 0.89
H -0.07272 -2.40263 -1.30539 0.59
H 1.64701 -3.51050 -2.47996 0.38
H 3.59466 -5.04366 -2.53563 0.40
H 4.30986 -6.24780 -0.46517 0.38
H 3.19426 -5.72533 1.71063 0.41
H 1.27786 -4.15662 1.79083 0.35
H -4.33304 -2.40410 0.07930 0.57
H -5.45524 -1.56163 -1.96605 0.46
H -4.55562 0.68363 -5.58029 0.27
H -3.13895 1.32823 -4.69158 0.27
H -3.12152 -0.36953 -5.32398 0.32
H -1.78570 0.35029 -3.17642 0.42
H -0.67433 -0.47464 -1.16567 -0.02
H -3.88500 -0.45856 1.72597 0.04
H -5.19885 -0.71893 3.77364 0.38

***

Entry 4:
66
Properties=species:S:1:pos:R:3:mulliken_charge:R:1 method="wB97M-V/def2-TZVPD" spin_multiplicity=6 charge=-1 e_lumo_ev="2.4243 / 2.4257"
Sm -0.45940 -0.19460 0.60840 0.18
O 3.51560 -2.05070 0.15310 -0.67
C 4.30310 -0.97510 0.31300 0.26
C 5.65840 -1.19290 0.55890 -0.60
C 6.52190 -0.13070 0.72700 -0.37
C 6.04690 1.17310 0.66360 -0.68
C 4.70580 1.40140 0.42690 -0.48
C 3.81500 0.34290 0.24310 0.29
C 2.37290 0.58480 0.02900 1.01
O 1.59760 -0.40400 -0.28630 -0.86
N 1.96250 1.82130 0.17870 -0.92
N 0.58780 1.93700 0.14730 0.66
C 0.10220 3.13160 0.07500 -0.73
C -1.30590 3.40360 0.13340 1.04
C -1.73270 4.70740 0.41450 -0.78
C -3.06680 5.02600 0.52490 -0.61
C -4.02260 4.03370 0.31850 -0.45
C -3.64430 2.75040 0.02390 -0.46
C -2.28200 2.36700 -0.05260 0.20
O -1.96880 1.13630 -0.28110 -0.43
H 2.61090 -1.70360 -0.05910 0.37
H 6.00140 -2.21610 0.60850 0.42
H 7.56990 -0.31460 0.91360 0.37
H 6.72380 2.00550 0.80260 0.39
H 4.32140 2.40840 0.37860 0.42
H 0.78260 3.98810 -0.00490 0.31
H -0.98180 5.47110 0.57530 0.36
H -3.37440 6.03310 0.76500 0.39
H -5.07250 4.28050 0.40190 0.38
H -4.38150 1.97690 -0.13970 0.42
C -1.36820 -0.04950 5.40990 -1.26
Si -0.06410 0.42280 4.07640 0.10
C 1.49320 1.12960 4.95360 -1.20
C -0.85350 1.86630 3.09830 -0.89
N 0.21980 -0.75780 2.86250 0.80
C 0.69740 -1.99730 3.11970 0.68
C 1.09910 -2.46730 4.39020 -0.59
C 1.56760 -3.74580 4.59510 -1.02
C 1.68530 -4.64860 3.54740 -0.51
C 1.31010 -4.23650 2.27710 -0.78
C 0.83100 -2.96160 2.10120 0.31
F 0.44080 -2.58730 0.79720 -0.20
H -1.24430 0.51650 6.32810 0.38
H -1.32270 -1.10330 5.66230 0.39
H -2.36990 0.14310 5.03810 0.32
H 1.25550 2.05850 5.46360 0.38
H 2.27260 1.34320 4.22740 0.29
H 1.91470 0.45050 5.68790 0.34
H -1.38360 2.55780 3.74710 0.57
H -1.58040 1.48110 2.37020 0.04
H -0.09170 2.43860 2.57400 0.21
H 1.02040 -1.78020 5.21740 0.28
H 1.84620 -4.04470 5.59620 0.40
H 2.06060 -5.64590 3.71390 0.37
H 1.38790 -4.89350 1.42490 0.45
Cl -3.24820 -2.01960 2.99600 -0.22
C -3.35560 -2.35590 1.30570 0.84
C -2.35400 -1.80910 0.50310 -0.97
C -2.47480 -2.13820 -0.85310 1.13
Cl -1.20130 -1.52130 -1.86840 -0.18
C -3.50730 -2.89480 -1.39130 -0.61
Cl -3.60810 -3.21880 -3.08120 -0.23
C -4.48040 -3.40220 -0.53230 0.88
Cl -5.76530 -4.35740 -1.15410 -0.23
C -4.39880 -3.14420 0.83170 -0.48
Cl -5.57770 -3.80760 1.89550 -0.21

***

The M results, record by record, are as follows: 326.104; 1761.335; 673.728; 836.230 u.